# 1
{"formula": "C5H8N2O2", "method": "the ωB97M-V functional and the def2-TZVPD basis", "gap_ha": 0.3130, "charge": 0, "molar_mass_g_mol": 128.13, "de_lowest_ev": 4.101, "smiles": "CC1=NN(C)[C@@H](C=O)O1", "largest_force_ev_per_a": 4.07, "species": ["C", "C", "C", "C", "C", "N", "N", "O", "O", "H", "H", "H", "H", "H", "H", "H", "H"], "coordinates": [[-0.712, 0.923, -0.127], [2.586, 1.008, 0.009], [1.163, 0.168, 0.704], [-2.008, 1.747, -0.190], [0.805, -2.096, -0.672], [-0.411, -0.042, -0.880], [0.757, -0.621, -0.448], [3.636, 0.450, -0.045], [0.162, 1.151, 0.884], [2.192, 2.015, -0.427], [1.418, -0.398, 1.570], [-2.802, 1.140, -0.765], [-1.815, 2.796, -0.455], [-2.316, 1.716, 0.895], [1.060, -2.254, -1.689], [1.551, -2.587, -0.117], [-0.098, -2.445, -0.345]], "atomic_forces_ev_per_a": [[-1.611, 0.487, -1.036], [-2.920, -1.214, 1.641], [3.054, 1.360, -2.327], [0.212, -1.867, 1.342], [1.108, 2.845, 0.299], [-1.167, -0.309, -0.973], [0.467, 0.036, 0.138], [-0.257, 0.916, -0.331], [0.396, -0.387, 0.613], [1.078, -1.101, 0.239], [0.214, -0.220, 0.883], [1.448, 1.441, 0.554], [-0.370, -0.500, -0.274], [-0.060, 0.365, -1.043], [-0.323, -0.259, -1.006], [1.235, -0.150, 1.032], [-2.504, -1.446, 0.249]]}

---

# 2
{"formula": "C26H28ClP2Sm", "method": "the ωB97M-V functional and the def2-TZVPD basis", "gap_ha": [0.2625, 0.2851], "charge": 2, "molar_mass_g_mol": 588.27, "de_lowest_ev": 3.502, "largest_force_ev_per_a": 14.94, "spin_multiplicity": 6, "species": ["Sm", "Cl", "P", "C", "C", "C", "C", "C", "C", "C", "C", "C", "C", "C", "C", "C", "C", "C", "C", "C", "C", "H", "H", "H", "H", "H", "H", "H", "H", "H", "H", "H", "H", "H", "H", "H", "H", "H", "C", "P", "C", "C", "C", "C", "C", "C", "C", "H", "H", "H", "H", "H", "H", "H", "H", "H", "H", "H"], "coordinates": [[0.650, 0.650, 1.410], [0.669, 1.510, 3.551], [0.654, 0.594, -0.762], [-0.691, -0.225, -1.691], [-0.529, -0.956, -2.871], [-1.637, -1.521, -3.504], [-2.913, -1.357, -2.968], [-3.081, -0.642, -1.780], [-1.977, -0.088, -1.141], [0.406, 2.370, -1.143], [1.262, 3.270, -0.485], [1.104, 4.644, -0.653], [0.095, 5.133, -1.483], [-0.755, 4.245, -2.144], [-0.605, 2.869, -1.975], [2.215, 0.235, -1.653], [3.297, -0.257, -0.913], [4.527, -0.489, -1.528], [4.687, -0.218, -2.887], [3.621, 0.302, -3.626], [2.393, 0.536, -3.011], [2.053, 2.885, 0.157], [1.767, 5.331, -0.133], [-0.030, 6.204, -1.615], [-1.540, 4.624, -2.793], [-1.274, 2.182, -2.484], [0.462, -1.103, -3.287], [-1.499, -2.096, -4.415], [-3.773, -1.797, -3.466], [-4.071, -0.525, -1.348], [-2.089, 0.449, -0.202], [3.162, -0.434, 0.152], [5.359, -0.871, -0.944], [5.645, -0.396, -3.368], [3.753, 0.536, -4.679], [1.577, 0.971, -3.582], [0.542, -5.948, -4.764], [1.284, -5.915, -4.732], [-2.991, -2.123, 2.159], [-1.545, -1.044, 1.863], [-2.590, 0.472, 2.108], [-0.734, -1.399, 3.442], [0.567, -1.916, 3.454], [1.249, -2.078, 4.667], [0.640, -1.720, 5.873], [-0.657, -1.210, 5.873], [-1.343, -1.052, 4.669], [-3.714, -1.992, 1.325], [-3.512, -1.871, 3.106], [-2.671, -3.182, 2.192], [-3.089, 0.503, 3.091], [-1.943, 1.373, 2.039], [-3.419, 0.550, 1.375], [1.062, -2.167, 2.525], [2.259, -2.464, 4.672], [1.173, -1.827, 6.809], [-1.129, -0.919, 6.804], [-2.333, -0.632, 4.720]], "atomic_forces_ev_per_a": [[0.279, -0.699, 10.110], [0.330, 1.745, 2.546], [-0.145, -0.446, -14.932], [-0.519, -0.247, 0.121], [0.155, -0.012, 0.166], [-0.080, 0.108, 0.169], [0.237, 0.056, 0.102], [0.154, 0.066, 0.106], [0.122, -0.099, -0.385], [-0.142, 0.354, 0.871], [-0.455, -0.005, 0.018], [0.054, -0.006, 0.041], [0.091, -0.304, 0.061], [0.216, -0.193, 0.066], [-0.192, -0.020, 0.085], [0.487, -0.030, 0.260], [-0.199, 0.136, -0.394], [0.016, 0.006, 0.066], [-0.241, 0.027, 0.250], [-0.163, -0.039, 0.289], [-0.007, 0.111, 0.001], [0.260, 0.163, -0.026], [-0.093, -0.104, -0.097], [0.032, -0.172, 0.040], [0.143, -0.089, 0.083], [0.049, 0.113, 0.055], [-0.138, -0.028, -0.003], [-0.004, 0.119, 0.144], [0.139, 0.079, 0.085], [0.113, 0.000, -0.089], [-0.214, 0.073, -0.467], [0.274, -0.246, 0.094], [-0.133, 0.062, -0.112], [-0.157, 0.017, 0.105], [-0.060, -0.038, 0.174], [0.110, -0.046, 0.032], [0.068, 0.003, 0.004], [-0.070, 0.001, -0.002], [-0.679, -1.283, -1.133], [-1.884, -0.853, 1.127], [0.387, 0.905, 0.348], [0.174, 0.831, 1.023], [-0.146, 0.497, 0.603], [-0.292, 0.152, 0.129], [0.099, -0.101, -0.578], [-0.104, -0.049, -0.549], [0.764, -0.303, 0.147], [0.381, -0.227, 0.473], [0.628, 0.047, -0.527], [-0.270, 0.514, -0.026], [0.487, -0.056, -0.276], [-0.621, 0.103, 0.046], [0.746, -0.183, 0.145], [0.111, -0.300, -0.285], [0.006, -0.062, -0.016], [0.040, -0.032, -0.063], [0.016, -0.049, -0.067], [-0.161, 0.033, -0.157]]}

---

# 3
{"formula": "C2H4N2O3", "method": "the ωB97M-V functional and the def2-TZVPD basis", "gap_ha": 0.3959, "charge": 0, "molar_mass_g_mol": 104.06, "de_lowest_ev": 5.133, "smiles": "C=NOC(=O)NO", "largest_force_ev_per_a": 6.16, "species": ["C", "C", "H", "H", "H", "H", "N", "N", "O", "O", "O"], "coordinates": [[0.098, -0.912, -0.325], [0.203, 2.315, -0.972], [0.172, -1.385, 2.476], [-0.715, -2.628, 0.575], [0.073, 2.963, -1.820], [0.560, 2.761, 0.037], [-0.151, -1.843, 0.721], [0.008, 1.011, -1.182], [-0.635, -1.219, 1.913], [0.127, -1.408, -1.441], [0.260, 0.345, 0.017]], "atomic_forces_ev_per_a": [[-1.213, -5.708, -1.385], [0.294, -3.066, 1.128], [-1.572, 0.589, -0.272], [-0.799, -1.054, -1.183], [-0.196, 0.003, -0.207], [-0.679, -0.996, -1.763], [1.084, 3.542, 1.071], [0.771, 6.100, 0.391], [2.083, -0.798, 0.769], [0.333, 1.161, 1.181], [-0.105, 0.228, 0.271]]}

---

# 4
{"formula": "C22H47BaNO4Si2", "method": "the ωB97M-V functional and the def2-TZVPD basis", "gap_ha": 0.2399, "charge": 0, "molar_mass_g_mol": 583.12, "de_lowest_ev": 0.000, "largest_force_ev_per_a": 1.16, "species": ["O", "O", "C", "C", "H", "H", "H", "H", "H", "C", "C", "H", "H", "H", "H", "H", "C", "C", "C", "H", "H", "H", "H", "H", "C", "H", "H", "H", "H", "H", "H", "Ba", "C", "Si", "H", "H", "C", "C", "C", "C", "Si", "H", "H", "C", "C", "C", "H", "H", "H", "H", "H", "H", "H", "H", "H", "H", "H", "H", "H", "H", "H", "H", "H", "H", "O", "C", "O", "C", "C", "C", "C", "C", "N", "H", "H", "H", "H"], "coordinates": [[-0.635, -1.480, 0.842], [-2.599, -0.166, -3.419], [0.401, -2.197, 0.094], [0.894, -3.450, 0.797], [1.203, -1.454, -0.002], [0.016, -2.419, -0.909], [1.297, -3.203, 1.792], [1.709, -3.859, 0.177], [0.127, -4.236, 0.874], [-1.737, -2.266, 1.399], [-2.593, -2.859, 0.296], [-2.320, -1.570, 2.021], [-1.295, -3.028, 2.059], [-2.969, -2.081, -0.383], [-3.458, -3.381, 0.719], [-2.044, -3.621, -0.271], [-3.672, 0.763, -3.622], [-2.530, -1.217, -4.388], [-4.849, 0.493, -2.702], [-4.010, 0.748, -4.671], [-3.255, 1.753, -3.400], [-5.300, -0.482, -2.917], [-5.603, 1.266, -2.864], [-4.549, 0.514, -1.647], [-3.783, -2.069, -4.500], [-1.683, -1.835, -4.070], [-2.292, -0.799, -5.381], [-4.114, -2.452, -3.531], [-3.561, -2.927, -5.138], [-4.608, -1.516, -4.956], [-0.858, 0.856, -2.209], [-0.249, 0.873, 1.804], [-0.318, 1.837, -2.292], [0.608, 2.248, -3.917], [-1.117, 2.607, -2.202], [0.380, 1.928, -1.442], [1.507, 0.737, -4.607], [1.913, 3.607, -3.656], [-0.450, 2.957, -5.335], [2.469, 0.066, 1.480], [3.637, 1.170, 2.396], [2.611, 0.154, 0.387], [2.669, -0.987, 1.735], [4.322, 2.513, 1.265], [5.156, 0.249, 3.038], [2.802, 2.004, 3.871], [0.206, 3.177, -6.198], [-0.943, 3.900, -5.042], [-1.218, 2.235, -5.659], [2.330, 0.456, -3.929], [1.928, 0.966, -5.601], [0.800, -0.105, -4.696], [2.489, 3.435, -2.734], [1.439, 4.601, -3.599], [2.616, 3.616, -4.508], [5.471, -0.527, 2.323], [4.960, -0.237, 4.005], [5.988, 0.954, 3.173], [2.339, 1.273, 4.549], [2.034, 2.728, 3.548], [3.564, 2.564, 4.438], [5.190, 2.986, 1.749], [3.571, 3.293, 1.061], [4.650, 2.082, 0.307], [-3.351, -0.145, 5.115], [-2.278, 0.017, 4.533], [-2.085, 0.567, 3.373], [-1.041, -0.504, 5.236], [-1.052, -0.977, 6.556], [0.121, -1.469, 7.137], [1.282, -1.493, 6.343], [1.195, -1.018, 5.037], [0.083, -0.501, 4.497], [-2.001, -0.945, 7.093], [0.134, -1.827, 8.170], [2.238, -1.849, 6.735], [2.075, -1.041, 4.375]], "atomic_forces_ev_per_a": [[-0.205, -0.616, -0.001], [-0.407, -0.178, -0.414], [-0.542, 0.218, 0.263], [0.250, -0.005, -0.240], [-0.173, -0.312, 0.080], [-0.053, -0.066, 0.133], [-0.174, -0.141, -0.315], [-0.187, 0.096, 0.316], [0.237, 0.326, 0.042], [0.500, 0.168, -0.270], [-0.143, -0.302, 0.018], [0.282, -0.134, -0.209], [-0.314, 0.172, -0.192], [0.205, -0.191, 0.139], [0.082, 0.175, 0.076], [-0.011, 0.259, -0.053], [0.279, -0.139, 0.116], [0.078, 0.216, 0.169], [-0.068, -0.109, 0.029], [0.222, 0.056, 0.178], [-0.072, -0.090, -0.159], [0.044, 0.210, 0.102], [-0.043, -0.047, 0.084], [-0.010, 0.001, -0.238], [-0.027, -0.097, 0.029], [-0.093, 0.108, -0.057], [0.005, -0.004, 0.213], [0.116, 0.078, -0.052], [-0.062, 0.019, -0.048], [0.037, -0.068, 0.040], [0.684, 0.756, -0.448], [0.539, 0.006, 0.324], [-0.696, -0.013, -0.019], [0.464, 0.147, -0.604], [0.480, -0.259, 0.230], [-0.159, 0.096, -0.252], [-0.143, 0.026, 0.216], [-0.161, -0.149, 0.292], [-0.230, -0.208, 0.312], [-0.064, 0.354, 0.104], [-0.200, -0.814, -0.797], [0.144, 0.050, 0.181], [-0.141, 0.089, 0.036], [-0.052, 0.299, 0.035], [0.125, -0.054, 0.213], [0.222, 0.209, 0.171], [-0.223, -0.142, 0.399], [0.103, -0.356, -0.117], [0.148, 0.294, 0.014], [-0.265, -0.058, -0.277], [-0.151, -0.126, 0.377], [0.350, 0.166, -0.022], [-0.070, 0.150, -0.277], [0.199, -0.302, 0.049], [-0.286, -0.034, 0.312], [-0.105, 0.270, 0.203], [0.099, 0.038, -0.178], [-0.062, -0.195, 0.084], [0.107, 0.268, -0.174], [0.149, -0.138, 0.132], [-0.315, -0.042, -0.020], [-0.226, 0.021, -0.209], [0.263, -0.144, -0.040], [-0.085, 0.127, 0.272], [0.593, 0.182, -0.505], [-1.081, 0.235, 0.004], [-0.256, -0.403, 0.931], [1.150, -0.149, 0.021], [-0.169, -0.022, 0.007], [0.079, 0.257, -0.724], [-0.402, 0.057, 0.252], [0.349, 0.036, -0.199], [0.061, -0.345, 0.264], [0.312, -0.028, -0.153], [-0.020, 0.140, -0.367], [-0.387, 0.060, -0.185], [-0.424, 0.047, 0.359]]}

---

> What is the charge in the third record?

0

---

> Among the records above, which one has the highest charge?

C26H28ClP2Sm

---

> What is the charge in the fourth record?

0